Record 1
The following is a quantum chemistry calculation of 2 unconnected molecules or ions with the total composition C5H14, from OMol25.

* Kohn-Sham gap: 11.974 eV

Geometry as ORCA input:
```
! RIJCOSX wB97M-V def2-TZVPD def2/J DEFGRID3
* xyz 0 1
C 0.72 0.33 -2.77
C 0.25 0.69 -1.37
C 1.31 0.40 -0.37
H 0.77 1.23 -3.37
H -0.06 -0.24 -3.27
H 1.68 -0.14 -2.79
H -0.08 1.74 -1.28
H -0.78 0.25 -1.29
H 1.40 -0.72 -0.12
H 2.23 0.87 -0.78
H 1.22 0.92 0.62
C -1.40 -0.75 1.48
C -0.84 -0.62 2.91
H -2.22 -0.03 1.50
H -0.68 -0.51 0.66
H -1.65 -1.75 1.15
H 0.02 -1.35 2.96
H -1.59 -1.00 3.60
H -0.47 0.41 3.12
*
```

=====

Record 2
The following is a quantum chemistry calculation of a molecular structure, C32H44BN7S3Ti, from OMol25.

* Kohn-Sham gap (alpha / beta): 7.326 / 6.018 eV

Geometry as ORCA input:
```
! RIJCOSX wB97M-V def2-TZVPD def2/J DEFGRID3
* xyz 3 2
Ti -2.09 -2.71 -0.47
C -0.57 -2.74 4.39
C 0.05 -2.01 3.25
C 1.34 -1.54 3.28
C 1.88 -0.83 2.18
N 1.17 -0.62 1.09
N -0.10 -1.07 1.05
B -0.89 -0.76 -0.24
N -2.22 0.04 -0.09
N -1.73 1.22 0.31
C -2.54 2.21 0.56
C -3.94 2.03 0.39
C -4.46 0.83 -0.03
C -5.93 0.64 -0.22
C -3.53 -0.23 -0.27
S -4.19 -1.81 -0.70
C -1.87 3.50 0.99
C -2.88 4.55 1.44
C -0.91 3.18 2.14
C -1.09 4.02 -0.22
N -0.06 -0.27 -1.46
N 0.78 0.79 -1.33
C 1.36 1.24 -2.42
C 1.15 0.63 -3.69
C 0.30 -0.42 -3.83
C -0.01 -1.07 -5.14
C -0.32 -0.85 -2.63
S -1.55 -2.07 -2.67
C 2.27 2.45 -2.37
C 1.62 3.56 -3.21
C 2.50 2.94 -0.96
C 3.63 2.07 -2.98
C -0.67 -1.77 2.06
S -2.27 -2.34 1.86
C 3.26 -0.22 2.23
C 3.96 -0.43 0.88
C 3.05 1.26 2.54
C 4.12 -0.82 3.34
H 0.14 -2.86 5.20
H -0.92 -3.72 4.08
H -1.43 -2.19 4.77
H 1.95 -1.70 4.15
H -4.60 2.85 0.59
H -6.46 1.56 -0.01
H -6.30 -0.14 0.45
H -6.15 0.33 -1.24
H -3.47 4.22 2.29
H -3.55 4.86 0.64
H -2.34 5.44 1.75
H -1.44 2.79 3.00
H -0.42 4.10 2.44
H -0.15 2.47 1.83
H -1.75 4.28 -1.05
H -0.37 3.28 -0.58
H -0.55 4.92 0.06
H 1.66 1.03 -4.55
H 0.59 -0.63 -5.93
H -1.06 -0.94 -5.39
H 0.20 -2.14 -5.11
H 0.65 3.84 -2.81
H 1.48 3.28 -4.25
H 2.26 4.44 -3.19
H 1.57 3.15 -0.43
H 3.08 3.86 -1.00
H 3.06 2.22 -0.39
H 3.57 1.80 -4.03
H 4.08 1.24 -2.44
H 4.30 2.92 -2.90
H 3.34 -0.08 0.05
H 4.20 -1.48 0.73
H 4.89 0.13 0.87
H 2.34 1.71 1.86
H 4.00 1.79 2.45
H 2.69 1.40 3.56
H 4.27 -1.89 3.21
H 3.72 -0.63 4.33
H 5.11 -0.36 3.31
C -0.68 -7.30 -0.56
C 0.03 -6.34 -1.27
C -0.34 -5.02 -1.16
N -1.39 -4.62 -0.40
C -2.07 -5.56 0.29
C -1.74 -6.90 0.24
H -0.41 -8.34 -0.62
H 0.86 -6.62 -1.90
H 0.19 -4.24 -1.71
H -2.91 -5.20 0.91
H -2.32 -7.61 0.82
*
```

=====

Record 3
The following is a quantum chemistry calculation of a molecular structure, C33H27BaBrN6O2, from OMol25.

* Kohn-Sham gap: 7.064 eV

Geometry as ORCA input:
```
! RIJCOSX wB97M-V def2-TZVPD def2/J DEFGRID3
* xyz 0 1
Ba 0.11 -0.13 -2.30
O -1.55 -1.51 -2.45
C -1.90 -2.75 -2.42
C -3.26 -3.14 -2.29
C -3.64 -4.46 -2.26
C -2.70 -5.49 -2.37
C -1.38 -5.15 -2.51
C -0.95 -3.81 -2.53
C 0.46 -3.57 -2.71
N 1.07 -2.45 -2.57
C 2.46 -2.41 -2.94
C 2.63 -1.41 -4.09
N 2.30 -0.09 -3.60
C 3.26 0.74 -3.47
C 3.19 2.06 -2.90
C 4.35 2.85 -2.95
C 4.39 4.12 -2.42
C 3.24 4.62 -1.80
C 2.09 3.88 -1.73
C 2.00 2.57 -2.29
O 0.92 1.88 -2.22
H -3.99 -2.35 -2.19
H -4.69 -4.70 -2.14
H -3.01 -6.52 -2.37
H -0.63 -5.94 -2.60
H 1.04 -4.46 -2.99
H 2.86 -3.39 -3.23
H 3.05 -2.03 -2.09
H 1.94 -1.68 -4.89
H 3.66 -1.47 -4.48
H 4.26 0.45 -3.82
H 5.24 2.43 -3.41
H 5.29 4.72 -2.48
H 3.27 5.61 -1.36
H 1.21 4.26 -1.24
N -0.64 0.81 5.40
C -0.39 0.50 6.72
C -0.85 1.02 7.92
C -0.37 0.45 9.07
C 0.55 -0.61 9.04
C 1.01 -1.13 7.84
C 0.53 -0.56 6.66
N 0.81 -0.87 5.35
C 0.11 -0.04 4.63
C 0.12 -0.02 3.17
C -0.57 0.93 2.42
C -0.49 0.88 1.04
N 0.20 -0.04 0.38
C 0.85 -0.96 1.10
C 0.85 -0.98 2.48
H -1.27 1.52 5.07
H -1.56 1.84 7.95
H -0.70 0.82 10.03
H 0.90 -1.03 9.97
H 1.72 -1.95 7.81
H -1.15 1.71 2.89
H -1.00 1.63 0.44
H 1.40 -1.70 0.53
H 1.40 -1.73 3.04
Br -3.48 0.01 -0.42
C -3.38 1.45 -1.65
C -4.50 2.25 -1.84
C -4.38 3.33 -2.69
C -3.16 3.57 -3.31
C -2.11 2.71 -3.05
N -2.22 1.65 -2.24
H -5.43 2.02 -1.32
H -5.23 3.98 -2.86
H -3.03 4.41 -3.97
H -1.13 2.85 -3.49
*
```

=====

Record 4
The following is a quantum chemistry calculation of a molecular structure, C35H27GeN2O2Pt, from OMol25.

* Kohn-Sham gap (alpha / beta): 3.386 / 3.764 eV

Geometry as ORCA input:
```
! RIJCOSX wB97M-V def2-TZVPD def2/J DEFGRID3
* xyz 2 2
Pt 0.10 -0.84 0.05
O -2.73 1.71 1.44
C -1.96 0.83 1.22
O -0.94 0.90 0.37
C -2.10 -0.50 1.90
C -3.05 -0.71 2.90
C -3.11 -1.94 3.48
C -2.25 -2.98 3.07
C -2.26 -4.27 3.65
C -1.40 -5.24 3.22
C -0.50 -4.97 2.17
C -0.47 -3.74 1.58
C -1.33 -2.72 2.03
N -1.29 -1.46 1.49
H -3.69 0.12 3.17
H -3.83 -2.14 4.27
H -2.97 -4.48 4.45
H -1.41 -6.22 3.68
H 0.18 -5.75 1.84
H 0.21 -3.52 0.76
C -0.15 -2.90 -2.95
Ge -1.02 -1.37 -2.10
C -1.18 0.06 -3.42
C -0.66 1.34 -3.21
C -0.63 2.24 -4.27
C -1.15 1.87 -5.51
C -1.67 0.60 -5.70
C -1.70 -0.31 -4.65
C -2.80 -1.90 -1.64
C -2.98 -3.28 -1.55
C -4.14 -3.83 -0.99
C -5.14 -3.00 -0.55
C -5.03 -1.60 -0.65
C -6.09 -0.76 -0.24
C -6.02 0.59 -0.41
C -4.88 1.17 -0.98
C -3.82 0.38 -1.37
C -3.86 -1.02 -1.21
H -0.78 -3.23 -3.77
H 0.03 -3.73 -2.26
H 0.82 -2.59 -3.35
H -0.28 1.64 -2.24
H -0.22 3.23 -4.13
H -1.17 2.59 -6.32
H -2.06 0.31 -6.66
H -2.14 -1.30 -4.80
H -2.21 -3.96 -1.91
H -4.24 -4.91 -0.92
H -6.05 -3.43 -0.13
H -6.97 -1.21 0.21
H -6.86 1.22 -0.12
H -4.81 2.24 -1.10
H -2.96 0.84 -1.83
C 2.14 -1.36 0.29
C 2.85 -0.16 0.17
C 3.23 0.33 -1.12
C 4.07 1.40 -1.23
C 4.54 2.03 -0.06
C 4.14 1.60 1.22
C 3.30 0.53 1.34
C 5.48 3.11 -0.18
N 6.25 3.96 -0.28
H 2.16 -1.85 1.25
H 2.21 -2.04 -0.56
H 2.89 -0.18 -2.01
H 4.37 1.77 -2.20
H 4.51 2.11 2.10
H 2.99 0.18 2.32
*
```

=====

Total energy: -198.8558; -3697.1233; -4352.3238; -3805.4967 (hartree)
Largest force on an atom: 2.22; 1.75; 4.59; 3.00 (eV/A)
Relative energy (zero: lowest compared OMol25 entry of this formula, charge and spin): 0.908; 0.000; 2.144; 3.697 (eV)